#P
Molecular formula: CH6SSi
Method: DFT, ωB97M-V/def2-TZVPD

Positions of all 9 atoms, in Å:
C 0.50 0.77 -0.06
Si -0.91 -0.36 -0.06
S 2.00 -0.20 -0.26
H 0.49 1.49 -0.77
H 0.51 1.38 1.02
H -0.80 -1.48 0.76
H -1.18 -0.68 -1.45
H -1.92 0.35 0.68
H 1.32 -1.27 0.13

- E_HOMO: -9.2 eV
- SMILES string: [SiH3]CS
- Orbital gap: 0.3722 Ha
- M: 78.2 g/mol

***

#Q
Molecular formula: CH6SSi
Method: DFT, ωB97M-V/def2-TZVPD

Positions of all 9 atoms, in Å:
C -0.69 0.96 -0.27
Si -1.98 -0.14 0.17
S 3.05 -1.10 -0.41
H -0.91 2.00 -0.68
H 0.22 0.59 -0.58
H 2.27 -1.43 0.56
H -1.76 -1.38 0.87
H -3.28 0.30 0.35
H 3.07 0.20 0.00

- E_HOMO: -8.6 eV
- SMILES string: C=[SiH2].S
- Orbital gap: 0.3218 Ha
- M: 78.2 g/mol

***

#R
Molecular formula: CH6SSi
Method: DFT, ωB97M-V/def2-TZVPD

Positions of all 9 atoms, in Å:
C -0.81 0.94 0.12
Si 0.51 -0.50 0.46
S 2.46 0.19 -0.04
H -0.76 1.86 0.76
H -0.91 1.24 -0.94
H -1.68 0.56 0.58
H -0.41 -2.20 -0.86
H 0.69 -1.25 1.68
H 1.98 1.54 -0.03

- E_HOMO: -8.9 eV
- Orbital gap: 0.3342 Ha
- M: 78.2 g/mol

***

Tell me which of them is the least stable. Sure, it is #Q.

***

#P
Molecular formula: C8H8N2O
Method: DFT, ωB97M-V/def2-TZVPD

Positions of all 19 atoms, in Å:
C 1.33 1.48 -2.48
C 0.29 0.96 -0.57
C 0.88 1.03 0.64
C 0.64 0.02 1.53
C -0.14 -1.01 1.29
C -0.81 -1.08 0.10
C -0.59 -0.09 -0.86
C -0.53 -1.84 2.45
H 1.47 2.15 -3.36
H 2.39 1.15 -2.06
H 0.90 0.52 -2.89
H 1.57 1.94 0.80
H 1.22 -0.07 2.54
H -1.87 -1.65 -0.09
H -1.26 1.02 -2.38
H -1.61 -0.78 -2.47
N -0.93 -0.05 -2.27
N -0.84 -2.38 3.53
O 0.40 1.99 -1.43

- E_HOMO: -9.0 eV
- SMILES string: COc1ccc(C#N)cc1N
- Orbital gap: 0.3481 Ha
- M: 148.2 g/mol

***

#Q
Molecular formula: C8H8N2O
Method: DFT, ωB97M-V/def2-TZVPD

Positions of all 19 atoms, in Å:
C 3.14 -0.71 0.34
C 0.93 0.59 -0.30
C 0.28 1.91 -0.31
C -1.13 2.27 0.04
C -2.06 1.27 0.26
C -1.66 -0.08 0.03
C -2.18 -1.29 0.11
C -0.14 -0.39 -0.24
H 4.13 -0.42 1.45
H 3.79 -1.55 -0.63
H 2.11 -1.06 1.18
H 1.03 2.56 -0.61
H -1.49 3.37 -0.12
H -3.14 1.61 -0.01
H -3.26 -1.60 0.08
H -1.49 -3.12 -0.34
N -1.23 -2.17 -0.25
N 0.11 -1.73 -0.30
O 2.26 0.55 -0.36

- E_HOMO: -7.5 eV
- Orbital gap: 0.2813 Ha
- M: 148.2 g/mol

***

#R
Molecular formula: C8H8N2O
Method: DFT, ωB97M-V/def2-TZVPD

Positions of all 19 atoms, in Å:
C -1.38 0.84 0.06
C -1.52 -0.75 0.07
C -0.26 0.68 -1.03
C -0.21 0.68 1.11
C -0.47 -0.91 -1.06
C -0.34 -0.86 1.04
C 0.73 1.29 0.03
C 0.47 -1.50 -0.08
N 2.10 1.06 0.13
N 2.48 -0.09 -0.14
O 3.51 -0.74 -0.19
H -2.24 1.48 0.21
H -2.53 -1.17 -0.02
H -0.40 1.27 -1.89
H -0.27 1.25 1.99
H -0.46 -1.14 -2.12
H -0.49 -1.24 1.95
H 0.43 2.42 0.10
H 0.85 -2.58 -0.17

- E_HOMO (alpha / beta): -7.8 / -8.4 eV
- Orbital gap (alpha / beta): 0.2791 / 0.3226 Ha
- M: 148.2 g/mol

***

Tell me which of them is the least stable. Sure, it is #R.

***

#P
Molecular formula: C5H9N2
Method: DFT, ωB97M-V/def2-TZVPD

Positions of all 16 atoms, in Å:
C -3.42 0.36 -0.29
C -2.60 -0.42 0.26
C -1.84 0.89 -0.45
C -0.62 0.02 0.21
C 1.99 -0.50 -0.19
N -1.42 -1.15 0.56
N 0.48 -0.42 -0.83
H -1.87 1.09 -1.61
H -1.97 1.95 -0.04
H 0.00 0.58 0.94
H 2.49 0.44 -0.25
H 2.03 -0.85 0.88
H 2.54 -1.16 -0.82
H -1.43 -1.51 1.51
H 0.13 -1.38 -1.15
H 0.53 0.17 -1.71

- E_HOMO: -13.2 eV
- Orbital gap: 0.3547 Ha
- Net charge: +1
- M: 97.1 g/mol

***

#Q
Molecular formula: C5H9N2
Method: DFT, ωB97M-V/def2-TZVPD

Positions of all 16 atoms, in Å:
C -0.57 -1.64 1.87
C -0.17 -1.52 0.73
C -0.47 1.64 0.54
C 1.49 -1.59 -1.20
C 0.17 -1.46 -0.61
N -0.58 3.02 0.66
N -0.37 1.09 -0.60
H -0.94 -1.94 2.80
H -0.58 0.92 1.44
H 1.33 -1.40 -2.37
H 2.13 -0.97 -0.68
H 1.56 -2.75 -1.21
H -0.70 -1.64 -1.09
H -1.13 3.33 1.46
H -0.79 3.40 -0.25
H -0.38 1.52 -1.50

- E_HOMO (alpha / beta): -13.9 / -13.9 eV
- Orbital gap (alpha / beta): 0.2848 / 0.2848 Ha
- Net charge: +1
- M: 97.1 g/mol

***

#R
Molecular formula: C5H9N2
Method: DFT, ωB97M-V/def2-TZVPD

Positions of all 16 atoms, in Å:
C 2.01 0.33 -0.03
C 1.60 -1.08 0.32
C -1.66 -0.52 0.09
C -0.92 1.37 -0.85
C -1.80 1.03 0.31
N 0.71 0.05 0.53
N -0.44 0.21 -0.14
H 2.67 0.99 0.55
H 1.95 0.35 -1.03
H 1.50 -1.76 -0.42
H 1.97 -1.36 1.21
H -1.86 -1.26 0.93
H -2.06 -0.96 -0.86
H -1.48 1.06 -1.89
H -0.38 2.33 -1.02
H -1.97 1.55 1.31

- E_HOMO: -13.6 eV
- SMILES string: C1CN1[N@+]12C[C@@H]1C2
- Orbital gap: 0.3618 Ha
- Net charge: +1
- M: 97.1 g/mol

***

#S
Molecular formula: C5H9N2
Method: DFT, ωB97M-V/def2-TZVPD

Positions of all 16 atoms, in Å:
C -1.94 1.32 -2.52
C -1.55 -0.52 0.42
C -0.20 0.12 0.59
C 2.19 -0.02 0.91
C 0.98 -0.78 0.65
N -1.67 0.58 -1.68
N -1.22 -0.34 -1.00
H -2.28 2.10 -3.28
H -1.70 -1.50 0.77
H -2.27 0.18 0.86
H 0.01 1.17 0.42
H 2.28 0.77 0.17
H 3.15 -0.62 0.72
H 2.49 0.38 1.86
H 0.79 -1.53 1.42
H 0.95 -1.30 -0.31

- E_HOMO: -14.3 eV
- Orbital gap: 0.3359 Ha
- Net charge: +1
- M: 97.1 g/mol

***

Tell me which of them is the least stable. Sure, it is #P.

***

#P
Molecular formula: C5H9N2
Method: DFT, ωB97M-V/def2-TZVPD

Positions of all 16 atoms, in Å:
C 1.66 -1.24 0.22
C 2.18 0.93 0.35
C -3.22 0.69 -0.18
C -2.54 -0.57 -0.12
C 2.23 -0.13 -0.61
N 0.99 0.04 0.13
N -1.72 0.38 -0.12
H 1.37 -2.26 -0.15
H 2.18 -1.41 1.15
H 2.71 0.82 1.24
H 2.15 2.02 0.09
H -3.65 1.04 -1.15
H -3.72 1.07 0.75
H -2.70 -1.66 0.18
H 2.24 -0.11 -1.66
H -0.17 0.38 -0.10

- E_HOMO: -14.8 eV
- Orbital gap: 0.4313 Ha
- Net charge: +1
- M: 97.1 g/mol

***

#Q
Molecular formula: C5H9N2
Method: DFT, ωB97M-V/def2-TZVPD

Positions of all 16 atoms, in Å:
C -0.04 1.98 1.12
C 0.53 0.54 1.33
C 0.27 -0.40 0.16
C 0.55 -0.15 -1.17
N -0.14 -1.07 -1.94
C -0.74 -1.97 -1.14
N -0.67 -1.42 0.08
H -0.22 2.24 2.18
H 0.63 2.63 0.59
H -1.06 1.98 0.70
H 1.60 0.76 1.19
H 0.29 -0.01 2.22
H 1.01 0.69 -1.70
H -0.02 -1.07 -2.94
H -0.90 -2.94 -1.58
H -1.09 -1.80 0.92

- E_HOMO: -13.9 eV
- SMILES string: CCc1c[nH]c[nH+]1
- Orbital gap: 0.3787 Ha
- Net charge: +1
- M: 97.1 g/mol

***

Tell me which of them is the least stable. Sure, it is #P.